{
  "formula": "C2H3PS2",
  "method": "ωB97M-V with the def2-TZVPD basis set",
  "e_above_lowest_kcal_mol": 60.1,
  "total_charge": 0,
  "lumo_energy_ev": [-1.67, -2.09],
  "symbols": ["C", "C", "P", "S", "S", "H", "H", "H"],
  "xyz": [[-0.04, 0.59, 0.11], [1.11, -0.14, 0.02], [-3.02, -1.22, -0.07], [-1.78, 0.39, 0.28], [1.57, -1.73, 0.17], [-0.09, 1.66, 0.26], [2.04, 0.50, -0.41], [-1.85, -1.77, -0.53]],
  "mulliken_charge": [-0.19, -0.09, 0.06, -0.04, -0.21, 0.25, 0.19, 0.03]
}

***

{
  "formula": "C4H11NO",
  "method": "ωB97M-V with the def2-TZVPD basis set",
  "e_above_lowest_kcal_mol": 16.0,
  "total_charge": -1,
  "lumo_energy_ev": [4.10, 4.10],
  "multiplicity": 2,
  "symbols": ["C", "C", "C", "C", "N", "H", "H", "H", "H", "H", "H", "H", "H", "H", "H", "H", "O"],
  "xyz": [[-1.67, -0.48, -0.48], [-0.59, 0.18, -1.40], [0.72, 0.30, -0.60], [1.43, -0.82, -0.41], [1.08, 1.58, -0.26], [-2.48, 0.24, -0.35], [-2.05, -1.34, -1.09], [-1.22, -0.88, 0.42], [-0.35, -0.45, -2.25], [-0.99, 1.14, -1.73], [1.16, -1.81, -0.75], [2.20, -0.80, 0.36], [0.58, 2.37, -0.65], [2.04, 1.83, -0.06], [0.18, -0.92, 2.90], [-0.60, 0.17, 2.18], [-0.68, -0.75, 2.50]],
  "mulliken_spin": [0.87, 0.23, 0.99, 0.28, 1.86, -0.08, 0.00, -0.36, -0.02, -0.56, -0.05, -0.50, -0.81, -0.81, -0.11, -0.05, 0.13]
}

***

{
  "formula": "C5H6N4O2",
  "method": "ωB97M-V with the def2-TZVPD basis set",
  "e_above_lowest_kcal_mol": 126.0,
  "total_charge": 0,
  "lumo_energy_ev": [0.01, 0.01],
  "symbols": ["C", "C", "C", "C", "C", "N", "N", "N", "N", "O", "O", "H", "H", "H", "H", "H", "H"],
  "xyz": [[2.13, -1.02, 0.05], [2.78, 0.17, -0.02], [-1.49, -1.08, -0.07], [0.04, 0.74, 0.10], [-1.41, 0.45, 0.06], [2.24, 1.39, -0.05], [-0.17, -1.68, 0.14], [0.92, 1.66, 0.04], [0.73, -0.78, 0.13], [-2.04, 0.90, 1.26], [-1.84, 1.25, -0.95], [2.64, -2.04, 0.18], [3.80, 0.23, -0.14], [-2.16, -1.68, 0.63], [-1.92, -1.23, -1.06], [-1.89, 1.90, 1.39], [-2.36, 0.82, -1.70]],
  "mulliken_charge": [0.04, -0.35, -0.66, 0.17, 1.04, -0.75, -1.19, -0.23, 0.98, -0.59, -0.54, 0.33, 0.50, 0.28, 0.25, 0.38, 0.33]
}

***

{
  "formula": "C21H36BrClKMgN2O8",
  "method": "ωB97M-V with the def2-TZVPD basis set",
  "total_charge": -1,
  "lumo_energy_ev": -0.64,
  "symbols": ["C", "C", "O", "C", "N", "C", "C", "C", "C", "N", "C", "C", "C", "O", "C", "C", "C", "C", "H", "H", "H", "H", "H", "H", "H", "H", "H", "H", "H", "H", "H", "H", "H", "H", "H", "H", "H", "H", "H", "H", "H", "H", "H", "H", "H", "H", "H", "Br", "O", "H", "H", "Cl", "Mg", "C", "O", "H", "H", "H", "C", "C", "C", "O", "C", "C", "C", "O", "O", "O", "H", "H", "K"],
  "xyz": [[1.85, -1.12, -0.57], [1.88, -0.26, -1.90], [1.09, 0.96, -1.88], [-0.23, 0.80, -1.30], [-1.20, 1.92, -1.78], [-2.31, 1.82, -0.73], [-3.54, 2.77, -1.13], [-4.84, 2.14, -1.84], [-5.56, 0.88, -1.09], [-5.49, -0.29, -2.00], [-6.64, -0.38, -2.95], [-5.27, -1.55, -1.27], [-3.87, -2.26, -1.41], [-6.10, -2.10, -0.55], [-1.51, 1.45, -3.17], [-0.62, 2.28, -4.24], [0.05, 3.53, -3.44], [-0.57, 3.29, -1.96], [1.02, -1.87, -0.66], [1.64, -0.47, 0.34], [2.87, -1.63, -0.46], [1.66, -0.90, -2.82], [2.97, 0.08, -2.02], [-0.13, 0.93, -0.17], [-0.68, -0.24, -1.45], [-2.57, 0.72, -0.63], [-1.96, 2.14, 0.31], [-3.19, 3.62, -1.81], [-3.94, 3.29, -0.19], [-5.64, 2.95, -1.95], [-4.58, 1.80, -2.90], [-5.06, 0.68, -0.09], [-6.62, 1.22, -0.85], [-6.19, -0.48, -4.00], [-7.19, 0.62, -2.96], [-7.32, -1.27, -2.79], [-3.24, -1.67, -2.17], [-3.97, -3.31, -1.85], [-3.33, -2.24, -0.42], [-2.56, 1.69, -3.55], [-1.43, 0.34, -3.39], [-1.39, 2.77, -4.92], [0.09, 1.66, -4.88], [-0.26, 4.47, -3.98], [1.18, 3.32, -3.40], [-1.31, 4.16, -1.89], [0.19, 3.60, -1.15], [1.43, 4.98, -0.14], [4.70, 4.81, -1.20], [4.50, 4.36, -2.03], [3.89, 4.70, -0.67], [-2.36, -2.78, 1.22], [-2.24, -4.85, 2.65], [2.37, -2.82, 3.72], [1.10, -3.00, 3.42], [2.86, -3.61, 4.35], [3.09, -2.76, 2.87], [2.63, -1.91, 4.28], [7.24, -2.18, 5.82], [8.06, -3.14, 6.36], [7.34, -4.43, 6.72], [7.90, -5.43, 7.15], [5.87, -4.48, 6.56], [5.06, -3.53, 6.04], [5.79, -2.27, 5.57], [5.24, -1.33, 5.00], [3.80, -3.57, 5.90], [9.29, -3.06, 6.56], [7.66, -1.23, 5.51], [5.44, -5.41, 6.91], [3.16, 3.08, -2.68]],
  "mulliken_charge": [-1.04, -0.15, 0.03, -1.20, 0.60, -0.23, -0.87, -0.45, -0.98, 0.33, -1.01, 0.16, -0.14, -0.54, -0.10, -0.71, 0.28, -0.25, 0.33, 0.27, 0.37, 0.25, 0.13, 0.46, 0.49, 0.37, 0.42, 0.25, 0.42, 0.36, 0.18, 0.46, 0.46, 0.27, 0.33, 0.35, -0.03, 0.40, -0.30, -0.04, 0.25, 0.34, 0.29, 0.51, -0.70, 0.48, -0.31, -0.71, -0.52, 0.19, 0.24, -0.11, -0.41, -0.31, -0.51, 0.29, 0.16, 0.25, -0.66, 0.31, 0.48, -0.63, -0.54, 0.52, 0.65, -0.68, -0.73, -0.74, 0.38, 0.42, 0.84]
}

***

{
  "formula": "C12H24AlFKO9",
  "method": "ωB97M-V with the def2-TZVPD basis set",
  "e_above_lowest_kcal_mol": 121.3,
  "total_charge": 3,
  "lumo_energy_ev": -16.36,
  "symbols": ["Al", "K", "F", "C", "C", "O", "C", "O", "O", "C", "H", "H", "H", "H", "H", "H", "H", "H", "C", "C", "O", "C", "O", "O", "C", "H", "H", "H", "H", "H", "H", "H", "H", "C", "C", "O", "C", "O", "O", "C", "H", "H", "H", "H", "H", "H", "H", "H"],
  "xyz": [[-3.77, 0.54, 0.60], [-1.30, 2.30, -0.60], [-1.57, 0.25, 0.16], [0.74, -2.64, 0.32], [-0.67, -1.96, 0.42], [-1.66, -3.00, 0.40], [-2.96, -2.63, 0.57], [-3.46, -1.52, 0.56], [-3.67, -3.73, 0.47], [-5.07, -3.71, 0.50], [1.50, -1.87, 0.18], [0.67, -3.16, -0.64], [0.97, -3.26, 1.18], [-0.83, -1.33, -0.46], [-0.75, -1.26, 1.26], [-5.56, -4.15, 1.37], [-5.54, -4.26, -0.32], [-5.53, -2.73, 0.36], [4.10, -1.62, -3.75], [3.94, -1.90, -2.30], [2.57, -1.80, -1.88], [1.89, -0.66, -1.85], [2.34, 0.46, -2.12], [0.61, -0.89, -1.44], [-0.19, 0.16, -1.30], [4.84, -2.27, -4.21], [4.25, -0.60, -4.09], [3.22, -1.95, -4.31], [4.62, -1.23, -1.78], [4.38, -2.85, -1.99], [-0.95, -0.25, -0.64], [-0.56, 0.52, -2.27], [0.25, 0.95, -0.69], [-0.19, 5.80, 2.16], [1.13, 5.10, 1.95], [1.05, 3.75, 2.37], [0.49, 2.80, 1.63], [0.12, 2.90, 0.47], [0.46, 1.72, 2.38], [-0.27, 0.57, 1.97], [-0.60, 5.93, 3.17], [-0.97, 5.15, 1.76], [-0.16, 6.77, 1.66], [1.99, 5.59, 2.39], [1.36, 5.01, 0.89], [0.07, 0.41, 0.95], [-1.31, 0.87, 1.96], [0.00, -0.30, 2.57]],
  "mulliken_charge": [1.03, 1.25, -0.25, -1.38, 0.54, -0.24, 0.86, -0.60, -0.26, -0.66, 0.31, 0.53, 0.51, 0.12, -0.05, 0.32, 0.31, 0.27, -1.19, -0.17, -0.22, 0.69, -0.50, -0.11, -2.12, 0.37, 0.35, 0.34, 0.31, 0.43, 0.74, 0.35, 1.21, -0.87, -0.18, -0.36, 0.78, -0.83, -0.26, -0.16, 0.34, 0.11, 0.35, 0.35, 0.23, -0.08, 0.21, 0.28]
}

***

no.,electronic energy (eV)
1,-33078.307
2,-7861.822
3,-15332.553
4,-146045.216
5,-56859.047